The following is a quantum chemistry calculation of a 2-piece molecular cluster, C4H7NO overall, from OMol25.

Calculated values
frontier orbital gap: 8.80 eV
calculated total energy: -286.47086 hartree
HOMO level: -8.30 eV
LUMO level: 0.5 eV
relative energy (zero: lowest compared OMol25 entry of this formula, charge and spin): 100.9 kcal/mol

XYZ file:
```
13
Properties=species:S:1:pos:R:3:forces:R:3
C 0.812215 -1.392527 0.562904 0.010 -0.332 -0.087
C 0.404797 -0.209901 -0.257519 -0.351 -0.482 -0.271
C -0.905043 0.124859 -0.331766 0.286 -0.205 0.042
O -1.804928 -0.877501 -0.205203 -0.379 -0.183 0.638
C 1.153249 1.854160 0.476212 -0.285 1.321 -0.384
N 0.564139 2.499049 -0.345916 0.505 -0.221 0.619
H 1.888042 -1.359528 0.760704 -0.181 -0.064 -0.160
H 0.303082 -1.339612 1.533230 0.048 -0.169 -0.244
H 0.550317 -2.330954 0.078908 0.123 -0.256 0.107
H 1.151508 0.210315 -0.912317 -0.047 0.398 0.477
H -0.102143 2.228627 -1.064438 0.218 0.368 -0.070
H -1.336269 1.124064 -0.286060 0.145 -0.210 -0.802
H -2.678966 -0.531052 -0.008740 -0.092 0.035 0.136
```
Positions in Å, forces in eV/Å.

Mulliken atomic charge list, values in e, 5 entries: C -1.140; C -0.147; C -0.271; O -0.417; C 0.080


The following is a quantum chemistry calculation of an isolated molecule of C4H7NO, from OMol25.

Calculated values
SMILES: C[C@H]1CNC1=O
frontier orbital gap: 10.73 eV
calculated total energy: -286.60143 hartree
HOMO level: -9.74 eV
LUMO level: 1.0 eV
relative energy (zero: lowest compared OMol25 entry of this formula, charge and spin): 19.0 kcal/mol

XYZ file:
```
13
Properties=species:S:1:pos:R:3:forces:R:3
C 1.454792 0.018744 0.575073 0.023 0.004 0.026
C 0.407128 -0.136227 -0.520425 0.185 -0.003 -0.042
C -0.851161 -0.926874 -0.079769 0.036 -0.230 0.023
N -1.532799 0.359824 0.041518 -0.138 0.266 -0.075
C -0.521260 1.092635 -0.533168 -0.046 -0.071 0.049
O -0.417324 2.244896 -0.855875 -0.075 -0.100 0.054
H 2.209698 0.757204 0.289718 -0.103 -0.112 0.028
H 0.954006 0.381377 1.478394 0.159 -0.064 0.014
H 1.955221 -0.926239 0.810257 -0.070 0.118 -0.100
H 0.844105 -0.413918 -1.482435 -0.126 0.050 0.091
H -0.733783 -1.486673 0.853944 -0.088 0.130 -0.079
H -1.284456 -1.572320 -0.851658 0.121 0.060 0.109
H -2.484165 0.607571 0.274427 0.120 -0.048 -0.098
```
Positions in Å, forces in eV/Å.

Mulliken atomic charge list, values in e, 5 entries: C -1.388; C 0.337; C -0.564; N -0.148; C 0.299


The following is a quantum chemistry calculation of an isolated molecule of C4H7NO, from OMol25.

Calculated values
SMILES: NC(=O)C1CC1
frontier orbital gap: 10.65 eV
calculated total energy: -286.60149 hartree
HOMO level: -9.73 eV
LUMO level: 0.9 eV
relative energy (zero: lowest compared OMol25 entry of this formula, charge and spin): 18.9 kcal/mol

XYZ file:
```
13
Properties=species:S:1:pos:R:3:forces:R:3
N 1.752519 0.163665 -0.652279 0.108 -0.104 0.097
C 1.181823 0.152804 0.599675 0.059 0.113 0.126
O 1.806713 0.474658 1.595853 -0.161 -0.137 -0.410
C -0.280146 -0.158765 0.685835 0.119 0.015 0.193
C -1.117425 -0.730388 -0.428935 -0.018 -0.144 -0.128
C -1.238454 0.717659 -0.088601 -0.096 0.193 -0.034
H 1.395575 -0.436355 -1.379161 -0.039 0.112 0.129
H 2.751026 0.315727 -0.656042 -0.115 -0.026 0.000
H -0.547572 -0.407488 1.708634 -0.068 0.034 -0.221
H -0.652382 -0.994887 -1.375834 -0.049 0.036 0.195
H -1.931550 -1.388636 -0.140722 0.185 0.068 -0.027
H -2.130498 1.061168 0.425026 0.145 -0.050 -0.082
H -0.796945 1.430328 -0.780130 -0.071 -0.110 0.161
```
Positions in Å, forces in eV/Å.

Mulliken atomic charge list, values in e, 5 entries: N -0.372; C 0.215; O -0.613; C 0.085; C -0.696


The following is a quantum chemistry calculation of an isolated molecule of C4H7NO, from OMol25.

Calculated values
SMILES: C[C@H]1CN=CO1
frontier orbital gap: 10.65 eV
calculated total energy: -286.59410 hartree
HOMO level: -9.63 eV
LUMO level: 1.0 eV
relative energy (zero: lowest compared OMol25 entry of this formula, charge and spin): 23.6 kcal/mol

XYZ file:
```
13
Properties=species:S:1:pos:R:3:forces:R:3
C -0.470438 0.273415 1.484911 0.060 0.033 0.003
C -0.665739 0.136084 -0.023288 0.050 0.233 0.024
C 0.435237 0.779153 -0.900027 -0.113 0.216 0.060
N 1.340346 -0.324823 -1.227694 -0.184 -0.354 0.090
C 0.700539 -1.374369 -0.929914 0.199 0.086 -0.103
O -0.538134 -1.270026 -0.377051 0.155 -0.060 -0.061
H -1.369493 -0.001666 2.047295 0.135 -0.009 -0.207
H 0.341042 -0.383779 1.813744 -0.029 0.158 -0.067
H -0.208463 1.303315 1.748443 -0.070 -0.105 -0.059
H -1.665149 0.470224 -0.317615 0.162 -0.162 0.009
H 0.025006 1.172710 -1.839977 0.040 -0.012 0.188
H 0.981712 1.591531 -0.410643 -0.162 -0.149 0.048
H 1.079243 -2.381458 -1.089839 -0.243 0.125 0.076
```
Positions in Å, forces in eV/Å.

Mulliken atomic charge list, values in e, 5 entries: C -1.217; C 0.364; C -0.470; N -0.484; C 0.010


The following is a quantum chemistry calculation of an isolated molecule of C4H7NO, from OMol25.

Calculated values
frontier orbital gap (alpha / beta): 7.65 / 7.66 eV
calculated total energy: -286.41351 hartree
HOMO level (alpha / beta): -7.77 / -7.77 eV
LUMO level (alpha / beta): -0.1 / -0.1 eV
relative energy (zero: lowest compared OMol25 entry of this formula, charge and spin): 136.9 kcal/mol

XYZ file:
```
13
Properties=species:S:1:pos:R:3:forces:R:3
C -0.642095 1.099146 0.394159 0.100 0.334 -0.011
C 0.658840 0.531579 -0.171958 0.090 0.061 0.263
C 0.829082 -0.795308 0.617036 0.193 0.034 -0.041
O -0.416006 -1.428320 0.494845 -0.138 0.129 0.018
C -0.763217 -0.541961 -1.413249 0.631 0.463 -0.127
N 0.254990 0.096043 -1.527148 -0.703 -0.480 0.034
H -1.122209 1.826451 -0.258607 0.047 -0.148 -0.005
H -0.502442 1.531455 1.396221 -0.082 0.015 -0.170
H -1.000713 -0.525650 0.616948 0.024 -0.299 -0.037
H 1.570211 1.138684 -0.196807 -0.130 -0.072 0.076
H 1.011879 -0.494671 1.657540 0.003 -0.123 -0.141
H 1.638010 -1.442879 0.270171 -0.159 0.085 -0.072
H -1.567936 -1.067097 -1.906796 0.124 0.001 0.213
```
Positions in Å, forces in eV/Å.

Mulliken atomic charge list, values in e, 5 entries: C -1.062; C -0.203; C -0.381; O -0.554; C 0.240


The following is a quantum chemistry calculation of an isolated molecule of C4H7NO, from OMol25.

Calculated values
SMILES: CO/C=C1/CN1
frontier orbital gap: 9.13 eV
calculated total energy: -286.48412 hartree
HOMO level: -8.14 eV
LUMO level: 1.0 eV
relative energy (zero: lowest compared OMol25 entry of this formula, charge and spin): 92.6 kcal/mol

XYZ file:
```
13
Properties=species:S:1:pos:R:3:forces:R:3
C 1.196676 -1.472363 -0.363145 -0.215 -0.520 0.008
C -0.385636 0.473822 0.351755 -0.762 0.107 0.120
C -0.612839 1.880599 0.336632 -0.364 0.450 0.212
N -0.095556 1.156390 -0.864846 0.209 0.050 -0.107
C -0.727116 -0.740525 0.735106 0.264 0.406 0.198
O -0.127605 -1.813374 0.162318 0.588 0.269 -0.641
H 1.444053 -2.348188 -0.944915 0.366 -0.180 -0.035
H 1.282570 -0.579586 -1.009825 -0.568 -0.529 0.311
H 1.898939 -1.326055 0.471616 -0.308 -0.171 -0.106
H -1.637069 2.221829 0.400349 -0.043 0.315 -0.297
H 0.148868 2.543688 0.738242 -0.224 -0.070 0.120
H -0.877740 0.928981 -1.486514 0.391 0.129 -0.011
H -1.507549 -0.925213 1.473230 0.666 -0.256 0.228
```
Positions in Å, forces in eV/Å.

Mulliken atomic charge list, values in e, 5 entries: C -0.668; C 0.051; C -0.284; N -0.491; C -0.174


The following is a quantum chemistry calculation of an isolated molecule of C4H7NO, from OMol25.

Calculated values
SMILES: C[C@H]1N[C@H]1C=O
frontier orbital gap: 10.78 eV
calculated total energy: -286.55218 hartree
HOMO level: -9.86 eV
LUMO level: 0.9 eV
relative energy (zero: lowest compared OMol25 entry of this formula, charge and spin): 49.9 kcal/mol

XYZ file:
```
13
Properties=species:S:1:pos:R:3:forces:R:3
C 1.567363 0.227543 -0.387399 0.027 -0.035 0.068
C 0.163855 -0.068020 -0.839665 0.162 0.269 -0.079
N -0.493249 -1.298056 -0.449228 -0.173 -0.044 -0.015
C -1.011751 -0.036572 0.078840 -0.096 0.377 0.114
C -0.972038 0.258711 1.535334 -0.081 0.348 0.107
O -1.521240 1.273180 1.901151 0.279 -0.278 0.384
H 1.778449 -0.272331 0.561708 -0.001 0.061 -0.102
H 1.680679 1.309000 -0.251599 0.054 -0.166 0.001
H 2.302783 -0.102531 -1.128364 -0.111 0.003 0.119
H -0.077287 0.301060 -1.839470 0.060 -0.031 0.187
H -1.035960 -1.711385 -1.203365 -0.095 0.222 0.223
H -1.869637 0.557280 -0.239310 -0.138 -0.736 -0.791
H -0.511968 -0.437876 2.261367 0.114 0.009 -0.216
```
Positions in Å, forces in eV/Å.

Mulliken atomic charge list, values in e, 5 entries: C -1.260; C 0.283; N -0.622; C -0.013; C -0.268


The following is a quantum chemistry calculation of a 2-piece molecular cluster, C4H7NO overall, from OMol25.

Calculated values
SMILES: CC=C=N.C=O
frontier orbital gap: 9.35 eV
calculated total energy: -286.50400 hartree
HOMO level: -8.44 eV
LUMO level: 0.9 eV
relative energy (zero: lowest compared OMol25 entry of this formula, charge and spin): 80.1 kcal/mol

XYZ file:
```
13
Properties=species:S:1:pos:R:3:forces:R:3
C -0.683632 0.907498 1.128556 -0.881 -0.875 -1.092
C -1.271786 -2.499032 -0.729432 0.549 -2.970 4.190
C 0.187856 0.735230 0.105529 -1.954 -0.803 0.830
C 1.624985 1.116307 0.227951 1.057 0.625 1.884
N -1.592746 0.797604 1.980689 1.671 0.305 -0.895
O -1.025730 -1.751192 -1.569731 0.364 2.995 -3.888
H -2.151758 -3.198795 -0.761352 0.410 0.329 0.233
H -0.505248 -2.540661 0.146914 -1.395 -0.425 -0.571
H -0.194662 0.093529 -0.768624 0.537 1.384 1.396
H 2.320453 0.379334 -0.175941 -0.233 0.186 -0.529
H 1.909307 1.102721 1.320756 -0.352 0.127 -0.876
H 1.881961 2.153100 -0.083210 -0.206 -0.789 -0.300
H -2.259789 1.561505 2.129426 0.432 -0.088 -0.382
```
Positions in Å, forces in eV/Å.

Mulliken atomic charge list, values in e, 5 entries: C 0.318; C -0.145; C -0.156; C -1.043; N -0.536


The following is a quantum chemistry calculation of an isolated molecule of C4H7NO, from OMol25.

Calculated values
frontier orbital gap: 6.78 eV
calculated total energy: -286.43883 hartree
HOMO level: -6.69 eV
LUMO level: 0.1 eV
relative energy (zero: lowest compared OMol25 entry of this formula, charge and spin): 121.0 kcal/mol

XYZ file:
```
13
Properties=species:S:1:pos:R:3:forces:R:3
O 1.029221 -2.477549 0.580856 -0.535 0.374 -0.368
C 0.197120 -1.895623 -0.051817 0.414 -0.304 0.309
N 0.313245 -0.482999 -0.363793 0.099 -0.132 -0.048
C 0.834561 0.582646 0.596783 0.316 -0.151 0.169
C 0.143831 1.557809 -0.349719 -0.252 0.223 0.316
C -0.871649 0.447564 -0.568308 -0.218 -0.233 -0.231
H -0.693409 -2.359974 -0.506226 0.052 0.035 0.087
H 0.342608 0.337835 1.565953 0.031 0.114 -0.175
H 1.921050 0.541456 0.723693 -0.184 0.066 -0.047
H -0.217758 2.499575 0.066460 0.033 -0.103 -0.033
H 0.882322 -0.262912 -1.203773 0.015 -0.121 -0.024
H -1.384742 0.290446 -1.525177 0.101 0.089 0.135
H -1.563813 0.177949 0.266412 0.128 0.142 -0.090
```
Positions in Å, forces in eV/Å.

Mulliken atomic charge list, values in e, 5 entries: O -0.411; C -0.016; N -0.119; C -0.433; C -0.559


The following is a quantum chemistry calculation of an isolated molecule of C4H7NO, from OMol25.

Calculated values
SMILES: CN/C=C1/CO1
frontier orbital gap: 9.61 eV
calculated total energy: -286.50437 hartree
HOMO level: -8.53 eV
LUMO level: 1.1 eV
relative energy (zero: lowest compared OMol25 entry of this formula, charge and spin): 79.9 kcal/mol

XYZ file:
```
13
Properties=species:S:1:pos:R:3:forces:R:3
C 0.421459 -0.895872 -1.810543 0.121 0.000 -0.396
N 0.055281 -1.299415 -0.452486 0.106 0.091 0.044
C -0.868898 -0.394152 0.120811 -0.077 0.226 0.123
C -0.368445 0.613043 0.816524 -0.135 -0.342 0.076
C -0.161914 1.521315 1.897961 -0.239 0.261 0.320
O 0.927184 0.890301 1.172242 0.163 -0.104 0.078
H 1.501306 -0.982899 -1.955508 -0.122 -0.118 -0.044
H -0.086322 -1.516836 -2.553667 0.061 0.073 0.010
H 0.880699 -1.288262 0.139805 -0.088 -0.079 -0.204
H -1.926386 -0.514105 -0.088826 0.128 0.033 0.165
H 0.149060 0.153653 -1.978787 0.121 -0.146 -0.124
H -0.216365 2.601085 1.798460 -0.079 -0.117 -0.104
H -0.306660 1.112144 2.894016 0.041 0.222 0.055
```
Positions in Å, forces in eV/Å.

Mulliken atomic charge list, values in e, 5 entries: C -0.765; N -0.416; C -0.702; C 0.528; C -0.133


The following is a quantum chemistry calculation of an isolated molecule of C4H7NO, from OMol25.

Calculated values
frontier orbital gap: 8.39 eV
calculated total energy: -286.47139 hartree
HOMO level: -7.44 eV
LUMO level: 1.0 eV
relative energy (zero: lowest compared OMol25 entry of this formula, charge and spin): 100.6 kcal/mol

XYZ file:
```
13
Properties=species:S:1:pos:R:3:forces:R:3
C -0.320244 -1.803928 0.087157 0.003 0.000 -0.027
C 0.480560 -0.623247 0.582052 -0.128 -0.223 0.176
C 1.216621 0.267744 -0.406479 0.169 0.006 0.100
N 0.007580 0.693084 0.233706 -0.338 0.296 -0.193
C -0.914127 1.532429 -0.015265 0.138 -0.196 0.156
O -0.677619 2.479742 -0.920021 0.119 -0.125 -0.044
H -1.187544 -2.018367 0.722763 0.125 0.029 -0.081
H 0.319981 -2.692594 0.069597 -0.077 0.136 0.024
H -0.654129 -1.607958 -0.936375 0.044 -0.043 0.141
H 0.794795 -0.681713 1.627965 -0.009 0.034 -0.173
H 2.070285 0.777505 0.056863 -0.090 -0.049 -0.078
H 0.112732 2.157758 -1.410408 -0.080 0.180 0.023
H -1.894131 1.531809 0.447181 0.126 -0.046 -0.024
```
Positions in Å, forces in eV/Å.

Mulliken atomic charge list, values in e, 5 entries: C -1.247; C 0.279; C -0.871; N 0.031; C 0.133


The following is a quantum chemistry calculation of an isolated molecule of C4H7NO, from OMol25.

Calculated values
SMILES: C[C@@]1(C=O)CN1
frontier orbital gap: 10.56 eV
calculated total energy: -286.51458 hartree
HOMO level: -9.58 eV
LUMO level: 1.0 eV
relative energy (zero: lowest compared OMol25 entry of this formula, charge and spin): 73.5 kcal/mol

XYZ file:
```
13
Properties=species:S:1:pos:R:3:forces:R:3
C -0.840841 1.153208 -0.729867 -0.069 -0.376 0.250
C -0.019838 0.356370 0.301698 -0.156 -1.145 -0.660
C 0.902658 -0.758951 -0.334897 0.980 0.036 -1.064
N 1.393298 0.523215 0.105646 0.185 0.223 0.370
C -0.556848 -0.766902 1.137888 -0.677 0.630 0.836
O -0.060009 -1.403861 2.049516 -0.147 0.765 -0.232
H -0.920491 2.230789 -0.512094 0.245 -0.492 0.360
H -0.368253 1.095701 -1.726439 -0.119 -0.161 0.447
H -1.860982 0.770624 -0.802165 0.032 -0.053 -0.041
H 1.385902 -1.611848 0.156536 -0.953 0.327 0.056
H 0.633580 -0.934044 -1.360576 0.507 0.349 -0.592
H 1.862785 0.370897 0.990221 0.322 -0.004 0.082
H -1.550961 -1.025198 0.724534 -0.150 -0.100 0.189
```
Positions in Å, forces in eV/Å.

Mulliken atomic charge list, values in e, 5 entries: C -1.161; C 0.815; C -0.590; N -0.531; C -0.051


- Look up the relative energy (zero: lowest compared OMol25 entry of this formula, charge and spin) of the tenth one.
  79.9 kcal/mol


- What is the formula in the ninth record?
  C4H7NO